111
Properties=species:S:1:pos:R:3 method="wB97M-V/def2-TZVPD" e_above_lowest_kj_mol=105.0 e_lumo_ha=0.1312 total_charge=-2 e_homo_ev=-1.7 e_tot_ha=-4970.4724
Rb 0.21 0.55 -0.26
Cl 3.36 -5.14 -1.21
C 3.07 -3.45 -1.53
C 1.81 -3.06 -1.95
C 1.51 -1.72 -2.19
N 0.25 -1.24 -2.46
C -0.72 -1.90 -3.05
O -0.74 -2.97 -3.69
C -2.05 -1.13 -2.94
C -3.06 -1.38 -3.87
C -4.22 -0.63 -3.82
C -4.36 0.32 -2.82
C -3.33 0.46 -1.91
N -2.20 -0.24 -1.96
C 2.55 -0.76 -2.05
C 3.80 -1.17 -1.63
C 4.07 -2.51 -1.36
Cl 5.67 -2.95 -0.82
N 2.31 0.56 -2.45
C 2.48 1.59 -1.65
O 2.74 1.62 -0.42
C 2.28 2.93 -2.36
C 2.20 2.99 -3.75
C 2.02 4.22 -4.36
C 1.92 5.36 -3.57
C 2.03 5.19 -2.20
N 2.21 4.02 -1.60
H 1.04 -3.80 -2.09
H -2.88 -2.15 -4.61
H -5.01 -0.78 -4.55
H -5.25 0.93 -2.74
H -3.40 1.17 -1.09
H 4.59 -0.44 -1.50
H 2.27 2.07 -4.31
H 1.94 4.29 -5.44
H 1.76 6.34 -3.99
H 1.95 6.05 -1.54
C 0.20 6.04 3.03
C 0.51 4.70 2.88
C 0.13 4.02 1.73
C -0.54 4.70 0.73
C -0.86 6.05 0.87
C -0.49 6.71 2.02
N -0.84 3.91 -0.41
N -1.12 4.53 -1.43
C -1.28 3.66 -2.57
C -1.92 4.18 -3.69
C -2.00 3.37 -4.81
C -1.41 2.12 -4.78
C -0.79 1.70 -3.61
N -0.73 2.46 -2.52
H 0.49 6.57 3.93
H 1.05 4.17 3.66
H 0.36 2.98 1.56
H -1.38 6.56 0.07
H -0.73 7.76 2.14
H -2.34 5.18 -3.65
H -2.50 3.73 -5.70
H -1.43 1.46 -5.64
H -0.31 0.73 -3.52
C 4.87 3.22 2.90
C 3.62 2.43 2.52
C 3.93 0.96 2.27
S 2.42 0.05 1.87
O 2.85 -1.31 1.43
C 1.73 -0.14 3.57
C 1.78 -1.59 4.05
C 3.17 -2.04 4.45
H 4.64 4.27 3.07
H 5.61 3.16 2.09
H 5.34 2.82 3.80
H 3.17 2.83 1.62
H 2.88 2.52 3.33
H 4.42 0.46 3.11
H 4.53 0.84 1.37
H 0.69 0.19 3.47
H 2.26 0.52 4.26
H 1.39 -2.22 3.25
H 1.09 -1.68 4.90
H 3.84 -2.01 3.59
H 3.16 -3.07 4.82
H 3.59 -1.41 5.24
Cl -2.68 -5.21 4.79
C -1.80 -5.89 3.45
C -1.17 -7.11 3.64
C -0.46 -7.67 2.59
C -0.37 -7.01 1.38
C -0.99 -5.78 1.21
Cl -0.73 -4.94 -0.27
C -1.75 -5.19 2.24
N -2.37 -3.94 2.13
C -3.37 -3.67 1.20
C -4.11 -4.68 0.58
C -5.10 -4.39 -0.35
C -5.38 -3.07 -0.66
C -4.69 -2.06 0.01
C -3.71 -2.33 0.95
C -3.14 -1.18 1.75
C -1.64 -0.79 1.69
O -0.78 -1.71 1.69
O -1.40 0.43 1.70
H -1.24 -7.60 4.60
H 0.04 -8.62 2.72
H 0.22 -7.41 0.56
H -1.70 -3.14 2.20
H -3.89 -5.72 0.82
H -5.63 -5.19 -0.83
H -6.12 -2.82 -1.41
H -4.93 -1.03 -0.20
H -3.33 -1.38 2.81
H -3.70 -0.28 1.50